(1)
17
Properties=species:S:1:pos:R:3:mulliken_charge:R:1 method="wB97M-V/def2-TZVPD" charge=-1 energy_ev=-65501.33471 orbital_gap_ev=7.69
C 1.05 -1.38 -1.54 -0.97
C 1.54 0.01 -1.33 -0.49
C 0.45 0.98 -0.70 -0.56
O -2.34 -0.29 0.44 -0.57
O -3.54 1.85 1.23 -0.64
O -0.88 1.30 1.87 -0.34
P -2.55 0.76 1.41 0.83
P 0.23 0.59 0.98 0.86
Cl 0.37 -1.32 1.91 -0.30
Cl 1.86 1.56 1.74 -0.30
Cl -2.83 -0.14 3.21 -0.29
H 0.92 -1.97 -0.58 0.21
H 0.16 -1.55 -2.20 0.24
H 1.82 -1.72 -2.20 0.40
H 2.45 -0.13 -0.77 0.29
H 1.83 0.44 -2.26 0.37
H -0.54 1.00 -1.18 0.27

(2)
5
Properties=species:S:1:pos:R:3:mulliken_charge:R:1 method="wB97M-V/def2-TZVPD" charge=0 energy_ev=-30823.93530 orbital_gap_ev=9.51
C -1.32 -0.83 3.38 0.43
S 0.06 -0.30 3.81 -0.23
S -2.75 -1.43 2.97 -0.20
I -0.09 -1.37 -0.56 -0.09
H -1.71 -1.57 -0.22 0.09

(3)
26
Properties=species:S:1:pos:R:3:mulliken_charge:R:1 method="wB97M-V/def2-TZVPD" charge=0 energy_ev=-177736.82784 s2=0.76 orbital_gap_ev="7.05 / 6.61" spin_multiplicity=2
Ru 0.14 -0.38 0.22 0.82
O 2.19 -2.80 -0.40 -0.33
C 1.12 -2.06 -0.78 0.47
O 1.17 -0.99 -1.46 -0.62
C -1.38 -2.40 0.21 0.55
O -2.15 -3.20 0.69 -0.56
O -1.63 -1.12 -0.06 -0.62
Br 0.48 4.73 0.27 -0.12
C 0.24 3.50 1.67 -0.30
C 0.13 3.98 2.99 -0.38
C -0.04 3.14 4.05 -0.22
Br -0.17 3.84 5.80 -0.21
C -0.12 1.74 3.84 0.68
C -0.27 0.75 4.84 -0.47
C -0.31 -0.58 4.50 -1.05
C -0.21 -0.95 3.15 -0.02
N -0.06 -0.04 2.20 -0.22
C -0.01 1.29 2.51 0.02
C 0.17 2.15 1.39 1.61
O 0.25 1.63 0.19 -0.97
H 0.19 5.05 3.16 0.42
H -0.35 1.06 5.87 0.34
H -0.42 -1.35 5.25 0.40
H -0.25 -1.98 2.84 0.33
S 1.23 -3.79 0.65 0.06
C 0.07 -2.65 -0.03 0.39

(4)
18
Properties=species:S:1:pos:R:3:mulliken_charge:R:1 method="wB97M-V/def2-TZVPD" charge=-2 energy_ev=-9348.99337 s2=0.75 orbital_gap_ev="2.92 / 7.11" spin_multiplicity=2
C 0.11 0.44 1.04 -2.01
N -0.01 -0.98 1.22 -0.07
C 1.13 -1.82 0.70 -0.71
O 1.06 -2.27 -0.56 -0.87
C -0.13 1.04 -0.32 0.69
C -1.64 1.03 -0.80 -4.05
N 0.81 0.50 -1.28 -0.81
H 1.16 0.71 1.25 0.17
H -0.29 1.00 1.90 1.01
H -0.93 -1.38 1.09 0.38
H 1.21 -2.62 1.44 0.37
H 1.98 -1.11 0.78 0.28
H -0.01 2.11 -0.32 0.73
H -2.10 1.94 -0.38 0.76
H -1.66 1.06 -1.88 0.97
H -2.15 0.11 -0.51 0.45
H 0.97 -0.51 -1.16 0.50
H 0.48 0.75 -2.20 0.21

(5)
108
Properties=species:S:1:pos:R:3:mulliken_charge:R:1 method="wB97M-V/def2-TZVPD" charge=+3 energy_ev=-86975.12741 s2=6.05 orbital_gap_ev="6.13 / 3.93" spin_multiplicity=5
Pt 0.58 -0.77 0.29 2.80
C -0.71 5.89 -2.55 -1.64
C -0.22 4.67 -1.89 -0.19
C 1.16 4.40 -1.82 -0.25
C 1.62 3.26 -1.22 0.28
C 3.10 3.02 -1.05 0.00
O 3.65 3.28 0.00 -0.70
C 3.78 2.43 -2.21 0.67
C 3.06 1.86 -3.26 -0.23
C 3.73 1.31 -4.33 -0.90
C 5.12 1.33 -4.37 -0.43
C 5.84 1.89 -3.32 -0.88
C 5.18 2.44 -2.24 -0.39
C 0.74 2.27 -0.67 -0.13
O 1.23 1.21 -0.19 -1.39
C -0.67 2.57 -0.71 1.14
C -1.10 3.74 -1.32 -0.88
C -1.62 1.73 0.00 -0.03
N -1.29 0.65 0.63 -0.36
C -2.30 0.02 1.45 -0.82
C -1.85 -1.34 1.99 -1.02
Te -4.52 -3.38 2.57 0.81
C -5.08 -1.37 3.01 0.34
C -5.51 -0.48 2.03 0.15
C -5.95 0.78 2.39 -0.35
C -5.99 1.15 3.73 -0.73
C -5.56 0.26 4.71 -0.73
C -5.10 -1.00 4.35 -0.39
C -3.02 2.23 0.00 0.20
C -3.84 1.93 -1.09 0.23
C -5.10 2.50 -1.18 -1.14
C -5.55 3.35 -0.19 -0.55
C -4.75 3.62 0.91 -1.17
C -3.49 3.06 1.01 0.39
H 0.10 6.59 -2.75 0.42
H -1.48 6.38 -1.96 0.41
H -1.17 5.63 -3.51 0.36
H 1.87 5.11 -2.24 0.52
H 1.98 1.86 -3.22 0.44
H 3.17 0.87 -5.15 0.45
H 5.64 0.93 -5.22 0.46
H 6.92 1.91 -3.35 0.51
H 5.72 2.91 -1.43 0.52
H -2.16 3.97 -1.35 0.62
H -3.25 -0.06 0.91 -0.02
H -2.49 0.67 2.31 0.97
H -2.46 -1.60 2.86 0.71
H -0.81 -1.24 2.31 -0.19
H -5.53 -0.77 0.99 -0.38
H -6.29 1.46 1.63 0.75
H -6.36 2.12 4.01 0.49
H -5.60 0.54 5.75 0.45
H -4.78 -1.69 5.11 0.48
H -3.47 1.30 -1.88 0.64
H -5.72 2.29 -2.04 0.52
H -6.52 3.82 -0.28 0.47
H -5.11 4.29 1.68 0.51
H -2.86 3.30 1.85 0.65
O 1.40 -1.38 2.70 -0.53
C 2.09 -2.61 2.78 -0.89
C 1.91 -3.42 1.52 0.53
C 2.39 -4.74 1.49 -1.12
C 2.27 -5.48 0.33 -0.54
C 1.68 -4.88 -0.78 -0.95
C 1.23 -3.58 -0.67 -0.49
N 1.32 -2.87 0.46 0.93
H 1.83 -0.72 3.26 0.32
H 1.71 -3.19 3.64 0.53
H 3.17 -2.47 2.92 0.48
H 2.85 -5.15 2.38 0.58
H 2.63 -6.50 0.29 0.47
H 1.59 -5.42 -1.71 0.53
H 0.76 -3.09 -1.51 0.46
C 4.62 -2.24 -1.91 -0.84
N 5.11 -1.25 -0.98 0.24
C 6.42 -0.75 -1.33 -1.31
C 4.22 -0.70 -0.10 0.17
O 3.01 -0.85 -0.28 -0.49
N 4.70 -0.04 1.00 0.64
C 3.83 0.84 1.74 -0.85
C 6.06 -0.05 1.48 -1.23
H 5.22 -3.15 -1.82 0.40
H 4.71 -1.88 -2.94 0.35
H 3.57 -2.46 -1.71 0.01
H 6.48 -0.64 -2.42 0.43
H 7.21 -1.44 -1.03 0.31
H 6.60 0.23 -0.89 0.37
H 2.79 0.67 1.44 -0.10
H 4.08 1.88 1.52 0.38
H 3.96 0.68 2.81 0.49
H 6.60 -0.93 1.16 0.40
H 6.04 -0.04 2.57 0.37
H 6.60 0.85 1.17 0.33
N -5.88 -4.18 -0.30 -0.27
C -5.45 -2.97 -0.68 -0.27
S -6.48 -1.83 -1.31 -0.23
C -4.04 -2.60 -0.45 0.52
C -3.30 -3.14 0.72 -1.12
C -1.92 -2.48 0.96 0.35
N -1.28 -1.99 -0.24 -0.52
C -1.98 -1.66 -1.27 -0.37
C -3.39 -1.86 -1.38 -0.72
H -6.83 -4.44 -0.50 0.25
H -5.23 -4.94 -0.12 0.26
H -3.12 -4.21 0.53 1.00
H -1.27 -3.27 1.36 0.09
H -1.45 -1.25 -2.13 0.53
H -3.90 -1.53 -2.27 0.64

(6)
83
Properties=species:S:1:pos:R:3:mulliken_charge:R:1 method="wB97M-V/def2-TZVPD" charge=+1 energy_ev=-94403.36062 s2=2.00 orbital_gap_ev="6.68 / 6.68" spin_multiplicity=3
Tm -0.42 0.26 -0.32 0.89
C 1.36 3.22 -0.47 -0.75
N 2.62 2.76 -0.97 0.27
C 3.74 3.68 -1.12 -0.68
C 4.87 2.73 -1.46 -0.70
N 4.38 1.42 -0.99 0.12
C 5.22 0.29 -1.38 -1.01
C 3.02 1.47 -0.78 -0.14
N 2.18 0.52 -0.45 0.21
C 2.76 -0.81 -0.27 -1.20
C 1.72 -1.82 0.15 -0.47
N 0.64 -1.91 -0.83 0.00
C 0.12 -3.05 -1.21 0.11
N -0.84 -3.09 -2.16 0.07
C -1.51 -1.91 -2.67 -1.17
C -1.55 -4.36 -2.14 -0.61
C -0.53 -5.27 -1.49 -0.83
N 0.32 -4.33 -0.74 0.34
C 1.57 -4.90 -0.24 -1.21
H 1.30 4.29 -0.61 0.48
H 1.24 3.01 0.58 0.22
H 0.16 2.91 -2.02 0.19
H 3.93 4.24 -0.20 0.32
H 3.55 4.40 -1.92 0.35
H 5.80 2.98 -0.96 0.40
H 5.05 2.70 -2.54 0.37
H 6.24 0.68 -1.47 0.38
H 4.94 -0.13 -2.34 0.37
H 5.25 -0.49 -0.63 0.32
H 3.53 -0.81 0.50 0.59
H 3.19 -1.17 -1.21 0.53
H 1.32 -1.53 1.13 -0.55
H 2.26 -2.74 0.28 0.50
H -0.78 -1.14 -2.91 0.41
H -2.24 -1.52 -1.96 0.33
H -2.03 -2.17 -3.58 0.42
H -1.80 -4.67 -3.15 0.37
H -2.47 -4.29 -1.56 0.32
H 0.06 -5.82 -2.23 0.45
H -0.98 -5.99 -0.81 0.38
H 1.48 -5.98 -0.29 0.46
H 1.76 -4.65 0.80 0.29
H 2.43 -4.61 -0.84 0.39
C 0.70 1.51 4.77 -1.21
C 1.08 1.62 3.31 0.60
O 0.20 2.52 2.63 -0.40
P -0.97 1.90 1.66 -0.63
O 0.30 2.56 -1.13 -0.24
Te -2.10 3.81 0.86 -0.44
O -1.85 1.00 2.70 0.63
C -2.90 1.51 3.54 -0.57
C -4.24 1.09 2.99 -1.17
H 1.38 0.83 5.30 0.38
H -0.32 1.14 4.88 0.04
H 0.76 2.49 5.25 0.39
H 1.08 0.64 2.83 -0.41
H 2.09 2.03 3.22 0.44
H -2.82 2.59 3.62 0.62
H -2.73 1.08 4.53 0.29
H -4.42 1.57 2.03 0.23
H -5.03 1.39 3.68 0.47
H -4.28 0.01 2.85 0.19
O -2.75 -2.80 1.58 -0.50
C -1.58 -2.33 1.89 -0.60
O -1.06 -1.43 1.26 0.75
C -0.92 -2.96 3.11 0.66
N -1.85 -3.91 3.72 -0.58
C -2.20 -3.44 5.09 -0.90
C -1.89 -1.95 5.04 -0.38
C -0.63 -1.89 4.17 0.54
H 0.00 -3.44 2.75 0.27
H -1.51 -4.86 3.71 0.25
H -2.92 -3.47 2.30 0.50
H -1.58 -3.93 5.84 0.35
H -3.24 -3.66 5.31 0.42
H -1.74 -1.53 6.03 0.55
H -2.71 -1.40 4.55 -0.07
H 0.25 -2.17 4.75 0.52
H -0.47 -0.92 3.71 -0.95
O -2.58 0.29 -0.41 -0.52
C -2.51 1.07 -1.41 0.03
O -1.47 1.06 -2.13 -0.67
H -3.33 1.74 -1.65 0.57